# 1
C29H32BrF4N4O5STi | ωB97M-V/def2-TZVPD

```
! wB97M-V def2-TZVPD RIJCOSX def2/J DEFGRID3
* xyz 0 2
H 3.420 -0.583 4.009
C -3.075 1.314 -4.351
C 1.905 -0.722 -0.532
C -0.937 -1.416 3.278
H -4.442 2.442 -7.249
C 0.066 3.093 1.914
H -0.949 0.359 4.501
O 3.660 1.522 0.032
C 1.378 -0.987 3.598
H -1.669 -1.917 2.654
C -1.146 2.983 3.912
F 1.015 5.084 1.151
H 0.728 -3.480 3.319
H 0.003 6.145 3.356
H -0.941 -1.934 4.250
H 3.235 -1.901 2.868
H 5.859 -2.938 -1.584
H 1.307 -1.598 4.511
H 3.402 -2.827 -1.273
H 0.299 -4.643 1.192
O 1.499 0.049 0.591
H -2.318 -1.200 -6.504
C -0.752 0.740 -2.310
F -1.412 4.919 5.182
C -3.910 1.784 -6.574
O -1.617 -1.042 0.348
C -2.959 1.753 -2.955
H -3.714 -2.546 -1.901
C -0.651 2.294 2.802
Ti -0.310 0.217 0.694
C -0.897 4.336 4.090
O -3.279 -2.600 1.215
F -1.924 2.376 4.827
H -0.406 0.605 -3.328
H 1.757 -2.939 2.005
C -1.976 1.419 -2.090
C -2.780 -2.583 -1.344
N -0.784 0.943 2.489
C -2.567 0.102 -4.824
H -0.164 -3.143 0.395
H -2.415 0.105 3.580
H 7.231 -0.920 -1.132
C -2.714 -0.255 -6.157
C 2.831 -0.929 3.157
H 2.988 -0.239 2.334
C -1.326 0.045 3.529
C 0.728 -2.928 2.366
H -3.729 2.425 -2.599
C 4.018 -1.954 -1.078
H -2.521 -3.607 -1.086
C 3.398 -0.782 -0.659
N 1.300 -0.121 -1.715
H 1.500 -1.736 -0.436
C 5.391 -2.020 -1.255
C -3.378 0.588 -7.039
H -1.980 -2.118 -1.917
C -3.764 2.138 -5.244
H 1.852 0.680 -2.020
H 6.146 1.171 -0.351
H -1.167 -3.794 1.688
C 5.562 0.286 -0.568
H 2.756 1.354 0.358
N 0.380 -1.524 2.641
C 0.306 4.433 2.082
O -3.988 -0.645 -0.110
H -4.183 3.071 -4.884
N 0.014 0.319 -1.314
C -0.172 5.092 3.196
Br -2.225 2.055 -0.308
C -0.139 -3.657 1.358
C 4.185 0.341 -0.392
F 0.556 2.468 0.805
H -2.082 -0.582 -4.138
H 1.059 0.016 3.872
H -3.493 0.308 -8.078
C 6.156 -0.887 -1.001
S -3.031 -1.676 0.147
*
```

The calculation puts the HOMO energy (alpha / beta) at -6.6863 / -8.0495 eV. As for the relative energy (zero: lowest compared OMol25 entry of this formula, charge and spin): 17.23 kcal per mole. The LUMO energy (alpha / beta) is -0.0350 / -0.0370 hartree. The expectation value of S² is 0.81.

---

# 2
C5H8N3P | ωB97M-V/def2-TZVPD

```
! wB97M-V def2-TZVPD RIJCOSX def2/J DEFGRID3
* xyz 0 1
N 0.399 2.116 -0.172
N 1.614 2.201 0.031
H -1.986 -1.144 -0.837
H 3.285 -0.776 0.651
C -1.216 -1.321 -0.070
H 1.360 -1.943 0.238
H -1.744 -0.800 0.770
N -0.397 1.049 -0.157
H 3.603 1.729 0.517
H -1.139 -2.482 0.099
H -1.788 2.659 -1.213
P -2.077 1.573 -0.282
C 2.461 -0.045 0.292
C 2.563 1.299 0.365
H -2.119 2.328 0.903
C 1.233 -0.805 0.186
C -0.017 -0.482 -0.065
*
```

The calculation puts the HOMO energy at -7.8194 eV. As for the relative energy (zero: lowest compared OMol25 entry of this formula, charge and spin): 69.33 kcal per mole. The LUMO energy is -0.0163 hartree. As for the SMILES: CC1=CC=CN=NN1P.

---

# 3
C33H36BaN5O3S2 | ωB97M-V/def2-TZVPD

```
! wB97M-V def2-TZVPD RIJCOSX def2/J DEFGRID3
* xyz 1 1
Ba -0.823 -0.600 -0.419
C -4.066 1.182 -2.860
C 1.221 3.842 -1.228
C -1.221 -5.114 -3.519
C -1.631 -0.372 3.986
H -2.900 4.076 1.831
H -0.835 2.359 -3.942
C -2.328 3.964 -3.954
H -2.125 4.397 -4.933
C -1.919 2.496 -3.937
H 3.498 2.580 -3.386
C 2.221 3.829 -2.190
C 0.754 2.630 -0.756
C -2.155 3.322 1.614
H -7.526 -3.779 1.840
C -4.133 0.148 -3.981
H -1.844 -1.797 5.573
H -3.258 -5.806 -3.495
C -1.193 1.186 2.014
C -1.418 -1.597 4.598
N -0.689 -3.374 -1.957
H -4.595 2.116 -3.079
C -4.350 -2.911 1.070
H -0.454 -3.512 4.434
C -1.064 -0.155 2.746
H -3.844 -5.300 3.401
H -2.207 0.397 4.481
H -6.638 -5.136 4.648
C -0.650 -2.556 3.966
C -4.377 -4.619 2.744
C -6.441 -3.774 1.873
C -5.742 -2.916 1.037
S -3.540 -1.858 -0.067
H 1.806 -0.463 -3.062
H 0.912 -4.171 2.501
C -1.960 -3.411 -1.533
H 3.435 0.141 -3.327
C -0.115 -2.280 2.716
C -0.297 2.546 0.338
H 2.623 4.760 -2.569
H -0.879 -5.785 -4.295
H -2.575 -3.794 1.925
H -2.908 1.935 3.077
H -7.547 -5.742 3.269
C -6.540 -5.562 3.646
N -0.328 -1.094 2.131
H 0.181 -3.559 1.015
H -4.470 0.786 -1.926
C -0.345 -4.219 -2.936
H 2.985 -0.512 -1.752
O -3.145 -0.601 0.615
H -2.332 1.920 -4.766
C 0.706 -3.266 1.931
H -1.778 4.540 -3.208
H 0.837 4.774 -0.834
C -5.772 -4.636 2.736
C -3.658 -3.771 1.917
H -4.918 -0.569 -3.747
C -2.924 -4.260 -2.058
C 2.709 2.620 -2.645
H -6.270 -2.267 0.354
N -2.183 -2.508 -0.438
C -1.214 3.544 0.618
H -1.212 4.469 0.056
H -3.943 -4.243 -1.700
O -1.565 0.432 -2.312
S -2.426 1.725 -2.427
H -6.038 -6.525 3.750
H 1.660 -2.826 1.637
H 0.688 -4.175 -3.264
H -4.355 0.605 -4.944
N 1.221 1.454 -1.206
C -2.159 2.130 2.322
C 2.180 1.441 -2.133
H -3.395 4.103 -3.764
O -4.480 -1.673 -1.154
C -2.534 -5.125 -3.065
C 2.631 0.080 -2.596
H -3.206 -0.419 -4.071
N -0.295 1.400 1.035
*
```

The calculation puts the HOMO energy at -10.6115 eV. As for the relative energy (zero: lowest compared OMol25 entry of this formula, charge and spin): 29.03 kcal per mole. The LUMO energy is -0.0926 hartree.

---

# 4
C3H5NOS | ωB97M-V/def2-TZVPD

```
! wB97M-V def2-TZVPD RIJCOSX def2/J DEFGRID3
* xyz 0 1
H -1.609 -0.081 1.746
H 1.750 -0.773 -0.897
H 2.562 -0.536 0.629
C -3.793 0.104 -0.490
O 1.594 1.070 0.278
C -2.808 0.214 0.213
S 0.298 1.990 0.033
N -1.678 0.114 0.763
H 0.878 -0.785 0.607
H -4.628 -0.257 -1.050
C 1.660 -0.306 0.089
*
```

The calculation puts the HOMO energy (alpha / beta) at -7.8360 / -8.0167 eV. As for the relative energy (zero: lowest compared OMol25 entry of this formula, charge and spin): 170.30 kcal per mole. The LUMO energy (alpha / beta) is -0.1019 / -0.1004 hartree.

---

# 5
C2H10N4 | ωB97M-V/def2-TZVPD

```
! wB97M-V def2-TZVPD RIJCOSX def2/J DEFGRID3
* xyz -1 2
H 0.973 -0.726 -0.251
C -1.840 -1.838 -0.149
N 0.931 0.078 0.360
H -1.361 0.055 0.214
N -2.150 -0.579 0.278
C 1.745 1.199 -0.116
H 0.227 2.546 -0.306
H -2.955 -0.199 -0.231
N -0.664 -2.328 -0.059
H -0.717 -3.264 -0.476
H 1.283 -0.168 1.275
H 2.050 1.009 -1.145
H 2.735 1.177 0.352
N 1.193 2.511 -0.002
H -2.622 -2.378 -0.673
H 1.170 2.904 0.930
*
```

The calculation puts the HOMO energy (alpha / beta) at 1.3619 / -5.3905 eV. As for the relative energy (zero: lowest compared OMol25 entry of this formula, charge and spin): 0.00 kcal per mole. The LUMO energy (alpha / beta) is 0.1449 / 0.1426 hartree. The expectation value of S² is 0.75.

---

# 6
C7H8BClF4O9P3 | ωB97M-V/def2-TZVPD

```
! wB97M-V def2-TZVPD RIJCOSX def2/J DEFGRID3
* xyz -1 1
H 2.640 -1.144 -1.341
O -5.324 -2.075 -0.017
C 5.599 0.416 0.230
O -3.110 1.362 -0.728
H -5.330 -2.363 -0.957
O -0.998 -1.062 1.611
F -0.564 -0.639 -4.686
C 4.758 -0.357 -0.828
F -1.495 1.151 -3.487
O 0.370 -0.542 -0.283
C 4.899 0.898 1.550
H -1.964 3.700 1.491
O 0.205 -0.561 2.025
P -2.282 -0.364 2.494
C 3.368 0.648 1.804
F -2.826 -0.098 -4.961
C 0.972 -0.398 0.818
H 6.703 0.605 -0.002
O -1.694 3.386 0.594
F -2.087 -1.053 -2.955
H -2.731 1.801 -1.538
B -1.743 -0.162 -4.024
H 5.568 1.442 2.313
H 2.893 1.028 2.764
Cl -2.766 -3.676 0.475
O -2.629 1.248 2.083
H 5.244 -0.718 -1.808
P -3.695 -1.763 0.485
C 3.252 -0.592 -0.556
O -2.063 -0.417 4.013
C 2.524 -0.100 0.745
P -1.995 1.679 0.528
O -3.697 -1.282 2.146
*
```

The calculation puts the HOMO energy at -6.6177 eV. The LUMO energy is 0.0557 hartree.

---

# 7
C49H59F12N3O5S | ωB97M-V/def2-TZVPD

```
! wB97M-V def2-TZVPD RIJCOSX def2/J DEFGRID3
* xyz 0 1
C 5.108 3.150 -3.739
C -4.328 1.627 -4.338
H -0.253 1.057 -0.220
H 1.024 3.149 10.774
H 6.055 2.767 -3.354
H -4.691 1.205 -7.678
C -0.576 -3.212 2.208
H 5.103 2.700 11.985
C -8.974 -0.618 -10.577
C -0.550 -1.065 0.280
H 1.708 -0.833 1.845
C 1.358 -0.051 -1.111
H -0.813 -3.445 1.184
H 3.093 2.528 -3.960
H -0.697 0.063 -1.568
H 2.065 0.887 1.646
H -0.346 -5.289 2.753
C -7.605 -0.620 -10.748
H -4.092 1.042 -3.459
C -4.673 1.717 -6.725
H -9.032 -0.187 -7.219
C 3.869 -4.082 0.792
H -9.623 -0.735 -11.435
O 1.925 0.267 3.575
F 4.169 2.778 7.598
H 3.830 1.962 -2.475
C 5.202 4.552 -1.811
H 0.333 -1.702 0.354
C -0.001 -3.945 4.415
H 1.726 3.065 8.394
C -0.785 -0.676 1.806
H 5.871 3.753 -1.488
C -2.591 -1.385 -1.008
H 4.731 0.958 -5.216
H 2.248 0.472 -4.454
N -3.224 -3.065 -2.789
F -4.113 -0.303 -5.662
C -4.594 2.985 -4.253
H -5.191 3.634 -7.521
H 2.158 1.077 6.098
H -4.204 -2.935 -2.582
C -2.778 3.268 3.094
H 0.254 -2.357 5.836
F 3.013 -3.472 -0.058
C -0.117 0.074 -0.650
H 3.247 -0.839 -5.096
O -2.652 0.071 3.640
C -2.517 -1.825 -2.473
F -7.103 -0.772 -11.990
H -3.520 -1.769 -0.594
H 0.223 -4.723 5.130
H -10.556 -0.465 -9.144
C 3.157 -0.703 5.419
C 2.057 0.004 6.216
C 2.885 -0.708 3.904
N -0.248 -1.608 3.977
C -4.945 3.074 -6.629
H 2.549 -5.730 1.109
C -0.307 -4.264 3.090
H 1.062 -0.327 5.935
C -8.629 -0.310 -8.215
H 4.075 -0.145 5.584
H -4.560 3.478 -3.291
C -7.255 -0.313 -8.414
H 3.219 -1.947 -3.082
H 1.957 -0.561 -0.358
O -1.528 -1.925 -0.243
H 5.202 3.342 -4.807
F -4.281 3.227 1.328
F -4.706 1.919 2.998
C 4.341 0.790 -4.211
C 4.010 2.115 -3.541
F -3.392 4.423 3.304
F -4.180 0.814 0.608
O -3.350 -1.381 1.818
H -5.115 4.768 -5.325
H 4.351 4.578 -1.129
C 3.122 -0.149 -4.267
C 1.504 0.162 2.245
H 5.734 5.497 -1.717
C 2.453 2.984 9.192
H 5.792 2.597 9.598
C 3.019 2.931 11.531
N 0.091 0.430 2.120
H 2.161 -0.204 7.282
C 0.019 -2.607 4.811
C 1.479 -0.865 -2.390
H 0.826 -0.451 -3.160
H 2.716 2.972 12.568
C 3.791 2.829 8.890
H -5.665 -0.486 -9.866
F -0.359 1.243 3.142
C -4.371 1.018 -5.575
H 5.319 -2.527 0.608
H -2.881 -3.822 -2.212
H 3.597 -0.497 -2.198
C 4.359 2.777 11.203
H 2.563 -1.697 3.565
C 5.075 -3.474 1.073
C -4.905 3.710 -5.396
F -1.656 3.516 2.458
C 4.389 -5.905 2.229
H -1.482 -1.894 -2.799
H 3.835 -0.494 3.402
S -2.540 -0.289 2.261
C 5.606 -5.310 2.532
C -3.143 1.240 1.348
C 5.946 -4.093 1.957
H 4.124 -6.854 2.675
C 2.069 3.033 10.524
H 1.750 0.952 -1.269
C 3.505 -5.288 1.355
C -9.485 -0.464 -9.297
H -2.986 -1.044 -3.072
H 5.135 0.288 -3.656
H -2.657 -0.300 -0.971
F -2.233 1.756 0.519
C -0.524 -1.908 2.711
H 1.123 -1.882 -2.218
H -6.588 -0.192 -7.572
O 4.779 4.391 -3.146
C 4.753 2.722 9.874
H 6.288 -5.794 3.218
C 2.917 -0.911 -2.943
H 3.251 -1.723 5.781
H 6.890 -3.623 2.197
F -2.523 2.733 4.253
C -6.733 -0.472 -9.689
C -3.731 2.389 2.229
*
```

The calculation puts the HOMO energy at -9.1580 eV. The LUMO energy is 0.0139 hartree. As for the SMILES: CCCOCN(F)[C@](c1ccccn1)([C@H](CCCCCCCCOC)OCCN)S(=O)(=O)C(F)(F)C(F)(F)C(F)(F)F.Fc1ccccc1.Fc1ccccc1.Fc1ccccc1.Fc1ccccc1.

---

# 8
C11H21N2O9S2 | ωB97M-V/def2-TZVPD

```
! wB97M-V def2-TZVPD RIJCOSX def2/J DEFGRID3
* xyz -1 1
O 4.930 0.786 -2.242
N 0.978 0.780 0.841
O 3.233 2.330 -3.342
H 5.073 2.020 -5.853
H 1.783 0.110 -3.826
H -2.224 -2.111 4.401
H 6.332 1.427 -4.779
H -1.773 -0.396 3.934
H 2.899 -1.257 -3.236
H -1.514 1.644 1.580
H -1.820 4.590 4.554
H 6.254 -0.709 -6.268
C 2.566 -0.223 -3.146
O -1.151 -4.111 2.926
C 5.805 0.259 -6.489
H -5.351 3.058 2.658
H -3.865 -5.275 1.845
H -1.371 -1.235 2.048
H 6.549 0.732 -7.131
C -2.406 -1.516 2.242
H 4.979 0.206 -7.198
H -4.395 4.696 4.116
S -1.754 -4.003 1.612
H -3.878 1.535 1.255
O 0.948 0.008 -0.126
C -4.275 3.035 2.745
C 5.459 1.128 -5.360
C -3.444 2.224 1.964
O 4.451 0.443 -4.655
H -3.097 -5.483 0.220
O -2.743 -2.787 1.750
H -3.012 -0.834 1.646
C -2.442 -1.243 3.780
H 2.136 -0.017 -2.166
C -2.320 3.965 3.829
S 3.882 1.018 -3.214
C -2.943 -5.472 1.299
O 0.419 0.408 1.883
H -3.494 -1.053 3.992
H -2.491 -6.350 1.760
N -1.451 3.148 3.143
C -3.725 4.005 3.626
O 1.311 1.951 0.796
C -2.046 2.360 2.190
O -1.004 -3.792 0.397
*
```

The calculation puts the HOMO energy at -4.4165 eV. The LUMO energy is 0.0895 hartree.

---

Result set for maximum force: 0.0533, 0.0765, 0.0786, 0.0620, 0.0264, 0.1080, 0.0254, 0.0587 hartree/bohr, one per record in the order listed.